# 1
9
Properties=species:S:1:pos:R:3:forces:R:3:lowdin_charge:R:1 method="wB97M-V/def2-TZVPD" spin_multiplicity=1 gap_ev=7.86 energy_ev=-4677.510 smiles="C=CN=C" total_charge=0
C -0.694749 0.301320 0.642053 1.80 -1.31 -2.58 -0.217
C -1.465959 0.336543 -0.441755 -1.93 -0.15 -0.28 0.000
C 1.496833 -0.513377 0.127654 -0.28 -2.13 0.51 -0.069
N 0.358920 -0.703723 0.683224 1.73 1.67 -0.57 -0.058
H -0.155531 1.095672 1.086577 -1.34 1.52 1.27 0.084
H -2.255263 1.055495 -0.732585 0.83 0.06 0.71 0.057
H -1.486076 -0.520043 -1.116646 0.13 -0.07 0.42 0.058
H 2.423708 -0.233005 0.677634 -0.25 -0.31 0.25 0.067
H 1.778117 -0.818883 -0.926155 -0.71 0.72 0.27 0.079

***

# 2
12
Properties=species:S:1:pos:R:3:forces:R:3:lowdin_charge:R:1 method="wB97M-V/def2-TZVPD" spin_multiplicity=1 gap_ev=10.85 energy_ev=-8801.688 smiles="N#C[C@@H]1C[C@@H]1C=O" total_charge=0
O -2.062235 -1.142586 0.615830 0.21 -0.58 0.84 0.065
C -0.901098 -0.953150 0.877831 -0.34 0.07 -1.16 -0.236
C -0.406792 0.454432 0.620178 -0.07 -0.05 -0.03 -0.202
C 1.018090 0.765486 0.364173 0.22 0.02 0.19 -0.068
C 0.094616 0.604496 -0.821508 0.09 -0.13 -0.16 -0.206
C 0.225550 -0.648588 -1.557287 0.17 0.58 0.76 -0.195
N 0.406357 -1.739724 -1.860873 -0.05 -0.20 -0.50 0.172
H -0.175193 -1.810908 1.044548 -0.53 0.86 0.24 0.147
H -1.075366 1.249154 0.958339 0.16 -0.39 -0.09 0.151
H 1.728546 -0.035519 0.547651 0.01 0.19 -0.12 0.120
H 1.350739 1.771779 0.591670 0.09 -0.17 -0.06 0.112
H -0.203212 1.485126 -1.380551 0.04 -0.20 0.08 0.139